1.
25
Properties=species:S:1:pos:R:3 method="wB97M-V/def2-TZVPD" e_lumo_ev=-4.33 orbital_gap_ev=7.297 total_charge=+1
C -3.654 0.007 -1.245
C -2.365 -0.386 -0.935
C -4.176 0.905 -0.327
C -1.963 0.199 0.250
C 2.847 1.451 -0.404
C 1.410 -0.786 1.190
C -0.052 -2.188 0.085
C -0.724 0.059 0.883
N 3.986 1.285 -1.082
N 0.108 -0.927 0.699
O 2.854 2.639 0.152
S -3.126 1.338 0.839
H -4.180 -0.381 -2.022
H -1.630 -1.072 -1.447
H -5.204 1.262 -0.288
H 1.965 0.007 0.525
H 1.473 -0.227 2.103
H 2.008 -1.666 1.136
H 0.193 -3.052 0.736
H -1.172 -2.268 -0.133
H 0.659 -2.349 -0.691
H -0.509 0.857 1.570
H 4.228 0.420 -1.363
H 4.644 2.182 -1.213
H 2.381 2.690 0.981



2.
26
Properties=species:S:1:pos:R:3 method="wB97M-V/def2-TZVPD" e_lumo_ev="-0.99 / -1.24" orbital_gap_ev="7.904 / 6.285" total_charge=0
C 2.708 1.583 0.429
C 2.008 2.762 0.501
C 0.710 1.082 0.154
C -1.640 1.054 1.031
C -1.862 -1.395 -0.777
C 0.365 -1.474 -1.408
C -0.192 -1.972 0.985
C -0.519 0.360 0.062
N 1.948 0.558 0.203
N 0.702 2.442 0.339
N -0.499 -1.091 -0.208
O -2.263 0.179 1.654
O -1.654 2.303 1.076
H 3.757 1.317 0.533
H 2.208 3.842 0.720
H -2.198 -0.526 -1.208
H -1.820 -2.116 -1.491
H -2.499 -1.721 0.121
H 1.312 -1.032 -1.113
H 0.256 -2.575 -1.302
H -0.082 -0.898 -2.138
H 0.834 -2.264 0.829
H -0.238 -1.429 2.018
H -0.805 -2.844 1.122
H -0.444 0.870 -2.656
H -0.093 2.985 0.523



3.
27
Properties=species:S:1:pos:R:3 method="wB97M-V/def2-TZVPD" e_lumo_ev=0.24 orbital_gap_ev=8.660 total_charge=0 smiles="C/C(=C/N=C=N)SO/[N+]([O-])=C/C(C)C"
C 4.334 -0.937 -1.383
C 3.474 -0.072 -0.550
C 3.380 1.276 -0.596
N 2.420 2.016 -0.044
C 1.470 1.665 0.634
N 0.340 1.453 0.990
S 2.728 -0.864 0.831
O 1.467 -1.683 0.103
N 0.139 -1.398 0.480
O -0.292 -1.848 1.532
C -0.378 -0.475 -0.289
C -1.891 -0.217 -0.417
C -2.843 -1.368 -0.090
C -2.370 1.117 0.172
H 3.564 -1.347 -2.152
H 5.102 -0.239 -1.979
H 4.756 -1.663 -0.830
H 3.831 1.805 -1.467
H -0.267 1.344 1.687
H 0.180 -0.257 -1.300
H -1.963 0.126 -1.446
H -2.522 -1.993 0.761
H -3.840 -1.035 0.076
H -2.909 -2.004 -0.965
H -2.422 0.999 1.223
H -1.700 1.922 -0.138
H -3.301 1.365 -0.276



4.
30
Properties=species:S:1:pos:R:3 method="wB97M-V/def2-TZVPD" e_lumo_ev=0.34 orbital_gap_ev=10.006 total_charge=0 smiles="NC(=O)C[C@H](N)C(=O)N[C@@H](CC(=O)O)C(=O)O"
N 3.295 0.433 1.460
C 3.784 -0.003 0.270
O 4.946 0.038 -0.051
C 2.792 -0.690 -0.653
C 1.535 -1.401 0.022
N 1.027 -2.461 -0.889
C 0.449 -0.404 0.300
O 0.442 0.415 1.223
N -0.519 -0.345 -0.610
C -1.566 0.620 -0.619
C -2.635 0.397 0.485
C -3.409 -0.843 0.240
O -3.368 -1.475 -0.775
O -4.222 -1.137 1.223
C -1.066 2.013 -0.482
O -1.599 2.990 -0.008
O 0.107 2.201 -1.210
H 2.267 0.487 1.554
H 3.960 1.019 1.991
H 3.359 -1.411 -1.251
H 2.374 0.020 -1.446
H 1.793 -1.820 0.996
H 0.493 -3.142 -0.381
H 1.812 -3.002 -1.245
H -0.554 -1.170 -1.244
H -2.190 0.575 -1.520
H -2.158 0.320 1.474
H -3.264 1.268 0.598
H -4.567 -2.052 1.032
H 0.295 3.127 -0.877



5.
26
Properties=species:S:1:pos:R:3 method="wB97M-V/def2-TZVPD" e_lumo_ev=-4.23 orbital_gap_ev=7.620 total_charge=+1
C 0.337 -0.685 -2.580
C -0.375 -1.785 -2.070
C 0.591 -0.627 -0.458
C 1.676 1.031 2.530
C 1.561 0.959 1.143
C 0.700 -1.010 1.855
C 1.011 3.176 -0.069
C 1.989 1.972 0.089
N 0.854 -0.007 -1.566
N -0.180 -1.743 -0.752
N 0.962 -0.229 0.795
N -2.385 -2.673 0.464
S 1.133 -0.403 3.341
H 0.403 -0.340 -3.542
H -1.041 -2.512 -2.495
H 2.181 1.671 3.110
H 0.494 -2.010 1.825
H 1.576 4.074 -0.060
H 0.303 3.342 0.701
H 0.512 2.990 -1.131
H 2.911 2.294 0.355
H 2.163 1.468 -0.757
H -0.954 -2.077 -0.057
H -2.459 -3.694 0.073
H -3.228 -2.134 0.276
H -2.530 -3.059 1.429



6.
24
Properties=species:S:1:pos:R:3 method="wB97M-V/def2-TZVPD" e_lumo_ev="-0.53 / -0.64" orbital_gap_ev="7.622 / 6.964" total_charge=0
C 1.976 -0.644 -0.116
C 0.618 1.542 0.367
C 0.818 -0.760 0.695
C 0.719 1.044 -0.979
C -0.909 1.806 0.803
C -0.324 1.259 -2.127
C -1.185 -2.233 1.410
C -0.413 -1.480 0.288
N 1.635 0.146 -1.233
O 3.017 -1.180 0.075
O 1.575 2.001 1.051
H 0.946 -0.880 1.692
H -0.818 1.088 1.579
H -1.510 1.707 -0.055
H -1.041 2.819 1.273
H -0.999 0.411 -2.078
H 0.209 1.323 -3.111
H -0.739 2.278 -1.849
H -2.188 -2.137 1.202
H -0.923 -1.752 2.348
H -0.994 -3.311 1.514
H -1.118 -0.843 -0.126
H -0.189 -2.172 -0.492
H 1.836 -0.032 -2.131



Listing energy above the lowest of the compared OMol25 structures with the same formula, charge and spin for the structures above in their given order: 2.9805 5.9199 7.9443 0.3667 0.7108 4.7648 eV.
Listing E for the structures above in their given order: -895.2135 -627.1569 -1025.3069 -928.4396 -929.5609 -517.7078 Eh.